Below is a molecular structure, C28H78CsF3O14 at a distorted geometry, with properties calculated with the ωB97M-V functional and the def2-TZVPD basis.

Each line ends with the Mulliken charge.
Geometry (Å):
Cs  -0.24  0.37  -0.44  -0.674
C  -3.18  -0.64  3.24  -0.238
O  -3.19  -2.12  3.06  -0.203
O  -2.16  -0.25  2.33  -0.069
C  -4.66  -0.10  3.34  0.471
F  -5.41  -0.33  2.27  -0.297
F  -5.22  -0.60  4.41  -0.297
F  -4.74  1.18  3.59  -0.319
C  -3.16  -2.92  4.29  -0.446
C  -2.99  -4.41  3.83  -0.852
H  -2.17  -4.43  3.11  -0.063
H  -2.65  -5.11  4.58  0.377
H  -3.82  -4.71  3.18  0.314
H  -4.12  -2.77  4.80  0.299
H  -2.42  -2.52  4.99  0.412
H  -2.82  -0.43  4.25  0.315
C  2.13  -6.43  1.37  -1.341
C  1.21  -5.43  1.97  0.533
O  0.32  -5.06  0.97  -0.489
H  3.14  -6.45  1.80  0.380
H  2.32  -6.25  0.31  0.261
H  1.88  -7.48  1.26  0.357
H  1.65  -4.51  2.34  -0.186
H  0.61  -5.89  2.77  0.254
H  0.08  -4.13  1.08  0.024
C  0.35  4.17  3.24  -1.441
C  0.08  2.71  2.93  1.503
O  -0.58  2.15  4.02  -0.715
H  0.75  4.64  2.34  0.293
H  1.04  4.22  4.08  0.393
H  -0.54  4.63  3.68  0.359
H  0.95  2.12  2.63  -0.139
H  -0.62  2.65  2.10  -0.435
H  -1.19  1.47  3.73  0.252
C  -3.37  5.08  1.65  -1.028
C  -3.76  3.57  1.69  -0.211
O  -2.76  2.72  1.19  0.029
H  -2.89  5.34  2.60  0.290
H  -4.29  5.68  1.66  0.388
H  -2.73  5.43  0.85  0.059
H  -4.67  3.30  1.16  0.349
H  -3.96  3.15  2.68  0.290
H  -2.74  1.86  1.63  -0.239
C  5.02  1.09  1.77  -1.459
C  4.00  0.14  1.15  0.387
O  4.35  -0.10  -0.16  -0.400
H  5.41  1.84  1.08  0.387
H  5.86  0.49  2.12  0.409
H  4.58  1.59  2.63  0.302
H  2.99  0.54  1.24  -0.122
H  3.82  -0.81  1.64  0.338
H  3.54  -0.29  -0.65  0.222
C  -2.53  -3.10  -1.26  -1.338
C  -2.65  -2.93  0.25  0.206
O  -1.42  -2.64  0.86  0.891
H  -2.04  -4.07  -1.39  0.371
H  -1.99  -2.32  -1.79  0.077
H  -3.52  -3.22  -1.70  0.412
H  -3.10  -3.83  0.68  0.187
H  -3.35  -2.11  0.41  0.155
H  -1.63  -2.27  1.72  -0.740
C  -4.33  1.07  -2.36  -1.158
C  -3.40  0.02  -3.01  0.064
O  -2.07  0.49  -2.86  -0.008
H  -4.19  1.35  -1.31  0.158
H  -5.36  0.73  -2.37  0.438
H  -4.47  2.00  -2.91  0.359
H  -3.66  -0.25  -4.03  0.416
H  -3.57  -0.91  -2.47  -0.114
H  -1.89  0.91  -3.70  0.030
C  2.64  4.17  0.09  -1.121
C  3.23  3.09  -0.94  0.184
O  2.11  2.47  -1.48  0.112
H  1.99  3.78  0.88  -0.053
H  2.21  4.99  -0.47  0.399
H  3.39  4.63  0.73  0.494
H  3.71  2.34  -0.32  -0.145
H  3.93  3.49  -1.67  0.298
H  1.55  3.20  -1.79  0.006
C  1.38  -3.57  -2.46  -1.371
C  1.76  -2.80  -1.15  0.753
O  2.12  -1.47  -1.50  0.256
H  0.66  -3.03  -3.07  0.202
H  0.92  -4.51  -2.16  0.415
H  2.23  -3.86  -3.07  0.425
H  2.63  -3.30  -0.75  0.168
H  0.94  -2.70  -0.44  -0.327
H  2.70  -1.43  -2.27  -0.155
C  4.12  0.72  -3.73  -0.555
C  4.71  -0.64  -3.53  -0.517
O  3.66  -1.49  -3.90  -0.549
H  4.88  1.44  -3.44  0.354
H  3.26  0.90  -3.09  0.006
H  4.02  0.96  -4.79  0.339
H  5.06  -0.83  -2.52  0.172
H  5.60  -0.89  -4.10  0.463
H  3.65  -1.64  -4.85  0.290
C  2.24  -1.44  4.24  -1.186
C  0.76  -1.61  3.99  -0.161
O  0.52  -1.32  2.60  0.769
H  2.52  -1.55  5.29  0.401
H  2.57  -0.42  4.03  0.128
H  2.70  -2.18  3.60  0.220
H  0.25  -0.80  4.51  0.326
H  0.34  -2.61  4.15  0.257
H  -0.39  -1.07  2.45  -0.338
C  1.02  0.17  -5.92  -0.387
C  0.07  -0.13  -7.12  -0.507
O  -1.09  -0.83  -6.69  -0.510
H  1.96  0.63  -6.23  0.308
H  1.28  -0.70  -5.32  0.049
H  0.63  0.88  -5.19  0.096
H  0.58  -0.91  -7.70  0.319
H  -0.15  0.76  -7.70  0.345
H  -0.77  -1.65  -6.31  0.288
C  -0.86  5.79  -1.96  -1.179
C  -0.98  4.33  -1.44  0.516
O  -0.30  3.56  -2.42  -0.523
H  -1.41  6.49  -1.32  0.355
H  -1.24  5.88  -2.98  0.314
H  0.18  6.11  -1.94  0.269
H  -2.03  4.13  -1.25  0.211
H  -0.47  4.20  -0.48  -0.127
H  -0.84  3.42  -3.19  0.213

## Properties
2S+1: 1
ΔE to the lowest compared entry with this formula, charge and spin in kcal per mole: 0.0
Largest force on an atom in eV/A: 3.69
Kohn-Sham gap in Eh: 0.2997
Lowest unoccupied orbital energy in eV: -0.22